This record from the Open Molecules 2025 dataset describes 14 unconnected molecules or ions with the total composition C5H41N3O13 at a distorted geometry. The level of theory is ωB97M-V/def2-TZVPD.

```
62
Properties=species:S:1:pos:R:3:forces:R:3
C -2.653 3.151 -1.625 0.575 -1.329 -1.697
C -1.893 1.790 -1.640 0.042 0.919 -1.020
C -0.522 1.832 -0.988 -0.986 0.182 1.959
C 0.424 0.686 -1.322 -0.325 -0.055 -0.453
N 2.083 -0.546 1.633 0.459 0.010 2.096
C 1.506 0.228 0.767 -0.483 -0.795 -1.065
N 0.741 -0.209 -0.202 0.191 0.614 -0.099
N -2.778 0.688 -1.119 2.682 -0.106 0.839
H -2.635 3.420 -2.682 0.430 0.699 0.086
H -3.735 3.073 -1.535 0.045 0.128 1.164
H -2.071 3.852 -1.054 -0.707 0.419 0.490
H -1.691 1.588 -2.683 -0.378 -0.589 -0.316
H -0.084 2.816 -1.119 0.158 0.007 -0.813
H -0.731 1.863 0.092 0.258 -0.272 0.017
H -0.011 0.045 -2.088 0.152 0.037 -0.154
H 1.325 1.125 -1.748 0.200 -0.419 0.028
H 1.800 -1.496 1.917 0.034 0.188 -0.905
H 2.561 -0.082 2.431 -0.447 0.137 -0.776
H 1.663 1.292 0.732 0.505 0.236 0.443
H 0.610 -1.200 -0.327 0.063 -0.161 -0.198
H -2.426 -0.236 -1.471 -1.070 0.533 -0.509
H -3.709 0.922 -1.415 -0.628 -0.607 0.173
H -2.601 0.659 -0.103 -0.868 0.248 0.171
H -1.493 -3.163 -0.911 -0.389 0.492 -0.780
H -0.288 -2.994 -1.746 -0.092 0.174 -0.281
O -1.180 -2.607 -1.668 0.923 -0.424 0.949
H -0.787 -3.193 4.075 -0.570 -0.026 -0.478
H 0.205 -2.198 3.755 0.361 0.352 -0.433
O -0.562 -2.603 3.334 0.001 -0.312 0.816
H -0.030 -4.737 -0.260 0.020 -0.251 -0.298
H 1.162 -5.048 -1.196 -0.078 -0.075 0.118
O 0.770 -4.360 -0.646 0.371 0.162 -0.029
H -3.406 -1.583 -3.404 -0.095 0.263 -0.102
H -1.981 -1.759 -2.927 -0.149 0.218 0.149
O -2.656 -1.065 -3.087 -0.021 -0.435 -0.442
H 3.163 -2.801 3.120 -0.085 0.169 0.131
H 2.064 -3.818 3.078 -0.347 0.005 -0.045
O 2.197 -2.862 3.066 0.689 -0.341 0.052
H -1.461 0.550 2.561 -0.166 0.107 -0.004
H -1.503 -0.636 1.608 0.043 -0.330 0.228
O -1.518 0.324 1.625 -0.140 0.045 -0.055
H 3.225 1.782 3.913 -0.269 -0.599 0.801
H 2.713 2.184 2.661 -0.600 -0.411 -0.242
O 2.465 1.530 3.365 1.192 1.156 -0.263
H 3.050 -2.680 -0.669 0.060 -0.044 0.136
H 2.886 -2.604 -2.160 0.061 0.080 -0.242
O 2.850 -2.056 -1.373 -0.182 -0.001 0.140
H -2.643 -5.034 0.081 -0.090 -0.012 -0.191
H -1.575 -4.466 1.017 -0.288 0.194 -0.071
O -1.913 -4.405 0.109 0.098 -0.452 0.977
H -0.228 2.928 4.287 -0.117 0.235 0.070
H 0.975 3.125 3.421 0.008 -0.011 0.193
O 0.094 3.488 3.570 0.074 -0.330 -0.219
H -0.002 4.869 -0.378 0.425 0.242 0.147
H -0.997 5.500 -1.241 -0.141 0.602 -0.416
O -0.044 5.489 -1.117 -0.234 -0.666 0.350
H 2.125 3.926 1.379 0.158 0.210 0.021
H 3.652 3.895 1.153 -0.037 -0.027 0.025
O 2.897 3.347 1.402 -0.219 0.022 -0.186
H 0.250 0.036 -4.904 -0.127 -0.548 -1.005
H 1.375 -1.165 -4.870 -0.488 -0.059 -0.948
O 0.978 -0.398 -4.473 0.537 0.601 1.963
```
Positions in Å, forces in eV/Å.

Output
Charge   +2
M   351.39 Da
Calculated total energy   -36925.362 eV
ΔE to the lowest compared entry with this formula, charge and spin   0.0 kJ/mol